[1]
Computed, not measured: 11 unconnected molecules or ions with the total composition C39H68F3N3O11S2, with the ωB97M-V functional and the def2-TZVPD basis.

```
! RIJCOSX wB97M-V def2-TZVPD def2/J DEFGRID3
* xyz 0 1
S -0.549 7.574 0.889
S -4.220 3.976 1.182
F 3.132 2.184 -0.315
F 1.975 1.745 -2.484
F 3.196 3.753 -2.113
O 1.478 -5.852 -5.601
O -0.053 -2.241 -3.103
O 2.915 -0.077 -6.830
O -4.598 2.852 4.095
O -2.800 7.327 4.345
O -2.018 -8.448 -3.042
O -5.646 -8.867 0.270
O 7.447 6.050 1.692
O -4.760 0.328 8.341
O 0.518 0.111 -0.453
O 6.479 1.270 -3.060
N -3.148 5.387 1.247
N 2.150 5.976 -0.363
N -3.158 2.752 0.444
C 4.713 1.425 -7.293
C 4.027 0.338 -6.508
C -7.125 -8.836 -1.604
C 4.755 -0.221 -5.315
C -6.056 -6.700 -0.645
C -2.224 -9.757 -1.056
C 8.337 6.418 0.928
C 0.682 -0.003 1.004
C 6.814 1.655 -1.941
C 0.703 -2.031 -5.359
C -0.610 0.974 -0.830
C -4.683 5.909 4.731
C -4.343 -1.766 9.411
C -0.490 -7.125 -6.059
C 0.974 3.440 -0.730
C -5.481 2.374 4.805
C -5.158 1.731 6.128
C 2.103 -1.245 -3.348
C -0.429 2.564 -0.482
C -4.498 8.272 5.733
C -2.510 0.007 9.072
C 0.927 5.042 -0.249
C -1.775 3.318 0.165
C 8.242 2.019 -1.634
C 9.603 7.045 1.447
C 5.811 1.778 -0.825
C -0.505 -10.290 -2.895
C -1.618 -9.412 -2.390
C 0.837 -1.872 -3.868
C -3.895 7.182 4.887
C -1.857 4.884 0.641
C 0.344 -6.171 -5.246
C -3.945 -0.410 8.892
C -6.926 2.409 4.386
C -0.442 5.735 0.385
C -6.223 -8.195 -0.583
C -0.263 -5.621 -3.983
C 2.309 2.752 -1.409
C 8.203 6.259 -0.563
H 0.336 -10.262 -2.198
H -5.465 0.683 6.116
H -6.741 -8.645 -2.610
H -8.139 -8.443 -1.503
H 0.452 -4.947 -3.500
H -0.744 0.891 -2.007
H 2.151 6.669 0.444
H -2.367 1.008 8.650
H -4.077 1.778 6.300
H -7.009 2.902 3.411
H -7.312 1.391 4.297
H 3.025 5.401 -0.166
H -1.851 -0.690 8.549
H -5.379 -6.377 0.152
H 9.561 7.096 2.540
H 8.241 7.239 -1.046
H -5.625 -6.415 -1.608
H 2.061 -1.194 -2.255
H -7.150 -9.918 -1.438
H -0.547 7.601 2.297
H 4.890 2.291 -6.650
H 2.204 -0.230 -3.742
H 8.630 1.370 -0.845
H -3.766 -2.543 8.903
H 6.091 1.118 0.000
H 10.465 6.438 1.158
H -2.263 0.039 10.136
H 9.704 8.060 1.053
H 5.700 -0.667 -5.632
H -0.492 -6.439 -3.295
H -0.261 -2.498 -5.588
H -0.729 -8.010 -5.463
H 5.761 2.815 -0.483
H 0.076 -7.440 -6.942
H 4.140 -0.997 -4.846
H -4.178 -1.813 10.490
H 4.071 1.731 -8.125
H -1.169 -5.059 -4.221
H -7.511 2.975 5.115
H -3.015 -9.038 -0.820
H 0.644 1.014 1.586
H 4.934 0.572 -4.584
H -7.024 -6.212 -0.501
H -4.835 5.444 5.708
H -5.664 2.267 6.935
H -0.165 -9.921 -3.869
H -1.460 -9.706 -0.277
H -0.060 -0.826 1.447
H -2.662 -10.758 -1.095
H 1.782 -0.434 1.177
H 5.657 1.051 -7.698
H -1.406 -6.630 -6.389
H 8.852 1.882 -2.533
H 8.300 3.067 -1.329
H 2.965 -1.852 -3.638
H 7.239 5.792 -0.793
H -5.644 6.123 4.257
H -4.642 7.912 6.755
H -0.866 -11.314 -3.016
H -4.125 5.214 4.094
H -1.645 0.606 -0.364
H -5.451 8.591 5.304
H 4.822 1.482 -1.191
H 0.741 -1.052 -5.842
H -3.819 9.131 5.756
H 9.002 5.617 -0.942
H 1.502 -2.674 -5.737
H -5.407 -1.932 9.211
*
```

The max |F| comes out at 6.4 eV Å⁻¹. The calculation puts the electronic energy at -3614.227311 Ha. As for the LUMO energy: -1.63 eV. As for the HOMO-LUMO gap: 6.4 eV. The SMILES is COCc1c(C(F)(F)F)c(N)c(S)c2nsnc12.CC(C)=O.CC(C)=O.CC(C)=O.CC(C)=O.CC(C)=O.CC(C)=O.CC(C)=O.CC(C)=O.CC(C)=O.CC(C)=O.

Here are the Mulliken charges for atoms 1 to 5, given in e: -0.22, 0.27, -0.23, -0.21, -0.26

=====

[2]
Computed, not measured: a molecular structure, C39H68GeHfN2O2Se, with the ωB97M-V functional and the def2-TZVPD basis.

```
! RIJCOSX wB97M-V def2-TZVPD def2/J DEFGRID3
* xyz 2 1
Hf 0.176 0.312 -1.122
Se 2.572 1.334 -2.230
Ge 3.486 4.300 -3.334
O 0.945 -1.163 -0.224
O -0.680 1.810 -0.344
N -0.540 -0.299 -3.220
N -1.811 -0.742 -0.704
C -0.049 4.687 0.512
C -0.099 4.717 2.983
C 5.300 3.739 -2.890
C 3.268 -2.610 -1.542
C 0.406 -1.360 -3.675
C -0.701 -6.441 1.131
C -3.805 2.016 5.182
C 1.161 2.920 1.855
C 3.612 -2.301 0.948
C -3.654 1.282 1.668
C -2.123 -1.622 -1.853
C -1.584 1.996 0.690
C -0.218 -5.037 0.776
C -5.018 3.773 3.864
C -5.685 1.384 3.683
C 3.876 -4.520 -0.117
C 1.576 -3.482 0.130
C -1.117 -3.973 0.788
C -2.710 1.186 0.653
C -0.708 -2.687 0.477
C -1.924 -0.864 -3.152
C 3.160 6.179 -2.947
C -0.102 3.795 1.761
C 3.017 3.792 -5.161
C -4.495 2.330 3.847
C -0.512 0.821 -4.198
C -3.484 2.180 2.712
C -2.918 0.255 -0.507
C 0.627 -2.462 0.139
C 2.201 3.260 -2.189
C 3.791 1.191 -0.717
C -1.351 2.910 1.720
C 0.418 -7.479 1.040
C -1.666 -1.537 0.563
C -1.243 -6.433 2.568
C -2.332 2.968 2.706
C 3.060 -3.226 -0.150
C 1.104 -4.757 0.451
C -1.820 -6.849 0.162
H -2.088 -1.518 -4.012
H -0.018 4.107 -0.410
H -0.956 5.391 2.983
H -2.975 2.695 5.381
H 3.589 -2.805 1.915
H 3.798 6.796 -3.578
H -3.011 0.839 -1.426
H -1.462 -2.488 -1.804
H 0.833 -7.544 0.032
H 1.812 -5.570 0.450
H 4.336 -2.494 -1.735
H 4.652 -2.040 0.735
H 3.099 2.712 -5.300
H -2.154 -4.139 1.055
H 3.932 0.132 -0.517
H -1.594 -7.430 2.838
H 3.830 -5.008 0.857
H -3.420 0.994 5.194
H 1.227 -7.268 1.741
H 5.536 3.920 -1.841
H -6.378 1.528 4.512
H 3.387 6.409 -1.906
H -0.094 4.157 3.919
H -2.659 -1.891 0.856
H -0.923 5.338 0.470
H -2.082 -5.745 2.682
H -3.848 -0.305 -0.372
H 1.191 3.385 -2.588
H 2.123 6.450 -3.147
H 4.729 1.648 -1.018
H 6.001 4.317 -3.492
H 2.803 -1.628 -1.640
H 5.465 2.686 -3.123
H -4.530 0.648 1.623
H -0.880 0.482 -5.169
H 2.179 3.554 -1.139
H 3.549 -5.229 -0.879
H 0.837 5.325 0.551
H -1.145 1.636 -3.844
H -0.466 -6.143 3.277
H 3.372 1.704 0.144
H 0.082 -1.745 -4.645
H 0.511 1.175 -4.326
H -2.176 -7.850 0.406
H -5.511 4.023 2.923
H -2.626 -0.035 -3.240
H -2.195 3.665 3.519
H 4.923 -4.285 -0.312
H -4.217 4.494 4.031
H 0.018 -8.461 1.293
H 1.283 2.285 0.974
H -5.378 0.336 3.694
H 3.692 4.266 -5.873
H 2.002 4.108 -5.406
H 1.408 -0.947 -3.778
H -6.236 1.581 2.761
H -5.743 3.893 4.670
H -4.518 2.119 6.000
H -3.149 -1.996 -1.783
H 2.864 -3.263 -2.319
H 0.435 -2.184 -2.960
H 1.130 2.278 2.737
H -1.461 -6.860 -0.869
H 0.801 5.333 2.963
H 2.047 3.554 1.933
H -1.345 -0.827 1.332
H -2.676 -6.174 0.220
H 3.030 -1.384 1.047
*
```

The max |F| comes out at 0.8 eV Å⁻¹. The calculation puts the electronic energy at -6312.896507 Ha. As for the LUMO energy: -5.69 eV. As for the HOMO-LUMO gap: 7.7 eV.

Here are the Mulliken charges for atoms 1 to 5, given in e: 1.79, -0.36, 0.70, -0.23, -1.21

=====

[3]
Computed, not measured: 8 unconnected molecules or ions with the total composition C39H74INO7P, with the ωB97M-V functional and the def2-TZVPD basis.

```
! RIJCOSX wB97M-V def2-TZVPD def2/J DEFGRID3
* xyz 1 1
I 3.294 -4.179 2.482
P 3.740 -5.522 0.467
O 6.503 -7.699 4.705
O -2.224 5.292 -3.087
O -1.335 0.326 -0.634
O 2.619 2.433 -0.906
O 1.518 -4.758 -3.635
O -5.739 4.630 3.639
O -4.057 8.701 -0.839
N 5.154 -4.960 -0.357
C 5.240 -7.616 6.709
C -7.151 4.482 3.438
C 6.098 -8.502 5.824
C 3.888 -7.315 1.010
C 2.304 -5.387 -0.760
C 3.805 3.055 1.050
C 2.185 -4.930 -4.895
C -6.091 3.895 1.415
C 6.028 -4.148 0.559
C -4.822 9.914 -0.876
C 2.278 1.510 0.134
C -0.133 -4.890 -5.333
C -2.708 7.408 -4.037
C -5.368 8.808 1.133
C -1.975 -2.647 2.333
C 4.610 -6.678 5.697
C 3.372 1.606 1.182
C -1.414 6.894 -4.638
C -0.885 -3.386 1.501
C 1.140 -4.682 0.033
C -5.069 4.459 2.386
C 1.157 -5.493 -5.860
C -0.122 -2.592 0.545
C 0.102 -4.906 -3.833
C 0.355 -5.492 0.958
C 5.741 -6.489 4.700
C -0.683 -4.811 1.712
C -4.489 7.914 0.277
C -0.934 1.606 -1.150
C -2.689 0.069 -1.035
C -3.240 1.375 -1.580
C 7.481 -3.961 -0.093
C -1.995 2.029 -2.148
C 3.679 3.283 -0.446
C -3.316 6.143 -3.466
C 0.934 -3.272 -0.213
C -5.974 9.734 0.096
C -1.010 5.822 -3.639
C -7.382 4.497 1.937
H -3.260 -0.306 -0.183
H -0.879 2.305 -0.308
H -2.017 -3.006 3.400
H -5.159 10.104 -1.896
H 6.981 -8.883 6.339
H -0.426 -4.102 -3.317
H 5.554 -3.141 0.655
H 7.769 -2.886 0.021
H 0.056 1.526 -1.600
H 6.405 -5.672 5.004
H 4.809 3.251 1.427
H 3.028 1.340 2.182
H 4.203 0.944 0.919
H -7.680 5.286 3.953
H -4.033 1.228 -2.313
H 2.542 -3.949 -5.223
H -3.638 1.983 -0.762
H -7.480 5.528 1.584
H 1.119 -6.583 -5.774
H -3.359 7.905 -4.757
H 6.189 -4.656 1.545
H -2.489 8.113 -3.230
H -1.273 -5.431 2.424
H 4.618 -7.335 1.867
H 2.912 -7.668 1.436
H -1.612 6.441 -5.614
H -5.052 7.058 -0.114
H -2.075 3.112 -2.251
H 3.761 -7.170 5.212
H 0.615 -6.568 1.047
H 5.702 -5.739 -0.737
H -4.711 5.442 2.059
H -6.811 9.236 -0.403
H -6.336 10.677 0.507
H -4.207 3.801 2.518
H 2.184 0.505 -0.284
H 1.367 -5.240 -6.899
H -6.128 2.805 1.501
H -0.652 7.663 -4.768
H 2.601 -4.799 -1.669
H 7.385 -4.277 -1.159
H 5.380 -6.287 3.689
H -3.949 6.337 -2.599
H -2.668 -0.707 -1.809
H -5.876 4.148 0.376
H -1.789 -1.540 2.407
H -4.751 9.382 1.829
H -8.276 3.949 1.638
H -7.455 3.526 3.878
H 4.192 -7.970 0.158
H -0.231 -3.860 -5.685
H 3.106 3.702 1.587
H 1.999 -6.399 -1.140
H -6.107 8.252 1.711
H -3.909 5.612 -4.220
H -0.434 5.016 -4.099
H -0.201 -5.862 -3.393
H -1.027 -5.438 -5.628
H 4.516 -8.177 7.299
H -2.992 -2.798 1.890
H 1.308 1.809 0.544
H 5.526 -9.352 5.438
H -1.771 1.608 -3.133
H 3.046 -5.589 -4.768
H 5.874 -7.049 7.396
H 8.193 -4.593 0.489
H 4.259 -5.738 6.126
H -3.619 7.539 0.820
H -0.332 -1.493 0.389
H 3.449 4.321 -0.695
H -4.166 10.735 -0.567
H 4.595 2.994 -0.972
H 1.589 -2.736 -0.944
H -0.424 6.245 -2.817
*
```

The max |F| comes out at 2.9 eV Å⁻¹. The calculation puts the electronic energy at -2750.543672 Ha. As for the LUMO energy: -3.80 eV. As for the HOMO-LUMO gap: 6.8 eV.

Here are the Mulliken charges for atoms 1 to 5, given in e: 0.14, 0.25, -0.42, -0.31, -0.26